1.
{
  "formula": "C20H59N10O7P3S2",
  "method": "ωB97M-V/def2-TZVPD",
  "e_tot_ha": -3691.81493,
  "homo_ev": -7.80,
  "elements": ["N", "C", "O", "S", "O", "O", "O", "C", "S", "H", "H", "H", "H", "H", "O", "P", "N", "C", "C", "N", "C", "C", "N", "C", "C", "H", "H", "H", "H", "H", "H", "H", "H", "H", "H", "H", "H", "H", "H", "H", "H", "H", "H", "O", "P", "N", "C", "C", "N", "C", "C", "N", "C", "C", "H", "H", "H", "H", "H", "H", "H", "H", "H", "H", "H", "H", "H", "H", "H", "H", "H", "H", "O", "P", "N", "C", "C", "N", "C", "C", "N", "C", "C", "H", "H", "H", "H", "H", "H", "H", "H", "H", "H", "H", "H", "H", "H", "H", "H", "H", "H"],
  "coordinates": [[8.058588, -0.202836, -0.799165], [7.375399, -0.841791, -1.918913], [7.305370, -2.282881, -1.738631], [5.759156, -2.483091, -1.133212], [5.529933, -1.736064, 0.139533], [5.274419, -3.873815, -1.048160], [5.052730, -1.516219, -2.308159], [5.920042, -0.343590, -2.339586], [5.206855, 1.125581, -1.501915], [7.394830, -0.041202, -0.032538], [8.699803, -0.920715, -0.446580], [8.014649, -0.660143, -2.813176], [6.066487, -0.033661, -3.407044], [4.400141, 0.719793, -0.467095], [2.483171, 3.793576, -0.545933], [1.103871, 4.269669, -0.068191], [0.376126, 2.714344, -0.127293], [-0.844582, 2.320511, -0.801366], [0.884678, 1.713944, 0.805133], [0.741013, 5.163764, -1.498999], [-0.460404, 5.031850, -2.306432], [1.856476, 5.513770, -2.373766], [-0.353707, 4.973318, 0.658927], [-0.146025, 6.418326, 0.952843], [-0.804980, 4.385813, 1.934575], [-1.697708, 2.963039, -0.557159], [-1.158474, 1.306921, -0.544201], [-0.707207, 2.315819, -1.885066], [0.542280, 1.903147, 1.831451], [1.978223, 1.713680, 0.820254], [0.582777, 0.700913, 0.533700], [-0.390633, 4.191572, -3.004695], [-0.619332, 5.937766, -2.901911], [-1.363983, 4.925801, -1.709087], [2.172114, 4.660658, -2.986813], [2.711226, 5.865488, -1.796432], [1.584696, 6.335084, -3.043144], [0.652480, 6.566142, 1.686612], [-1.064041, 6.868868, 1.338458], [0.117194, 6.980315, 0.058281], [0.002511, 4.343684, 2.671060], [-1.209258, 3.383203, 1.801457], [-1.625451, 4.970235, 2.356346], [-4.310507, 2.905450, -2.503259], [-5.688807, 2.302698, -2.176433], [-5.213434, 0.766013, -2.775845], [-5.859759, -0.042846, -3.788132], [-4.188776, 0.050682, -2.023636], [-6.525289, 3.175390, -3.409562], [-7.324022, 2.595135, -4.474060], [-5.902147, 4.398655, -3.907680], [-7.246335, 1.593277, -1.707660], [-8.105571, 2.611514, -1.042068], [-7.199085, 0.461419, -0.762181], [-6.928720, -0.195359, -3.599235], [-5.427056, -1.042289, -3.857542], [-5.738529, 0.398645, -4.780310], [-4.593123, -0.371109, -1.093629], [-3.365819, 0.717213, -1.752139], [-3.745077, -0.764597, -2.597048], [-6.703493, 2.261117, -5.312263], [-8.029998, 3.335501, -4.866368], [-7.943914, 1.767082, -4.135106], [-5.090540, 4.180561, -4.612420], [-5.503372, 4.996132, -3.088287], [-6.635755, 5.031918, -4.414927], [-7.651767, 2.971950, -0.113686], [-9.089355, 2.194760, -0.812329], [-8.281753, 3.474522, -1.682094], [-6.608172, 0.698807, 0.126901], [-6.792046, -0.437928, -1.222256], [-8.206577, 0.186978, -0.442670], [0.952534, -6.541910, 3.686029], [2.208340, -5.751495, 3.293118], [3.313537, -6.997344, 3.720603], [4.467131, -6.915813, 4.590916], [3.255847, -8.224599, 2.933140], [2.064357, -4.588350, 4.563113], [3.099255, -4.233435, 5.516561], [0.765082, -4.464727, 5.217292], [3.515834, -4.757579, 2.623500], [2.968728, -3.499970, 2.041885], [4.316436, -5.358895, 1.539135], [5.143832, -6.093037, 4.332215], [5.076412, -7.820749, 4.556349], [4.164497, -6.805851, 5.635387], [3.697189, -8.088827, 1.936682], [2.221855, -8.549597, 2.791902], [3.773076, -9.054383, 3.417619], [3.146820, -4.943906, 6.348927], [2.899607, -3.244205, 5.943873], [4.084082, -4.149542, 5.060493], [0.597409, -5.273280, 5.939306], [-0.043154, -4.474702, 4.486510], [0.683393, -3.510380, 5.746184], [2.293952, -3.707647, 1.205503], [3.777065, -2.855843, 1.687902], [2.415340, -2.919375, 2.778751], [3.683306, -5.745574, 0.735904], [4.955143, -6.164962, 1.899249], [5.000438, -4.625900, 1.113907]],
  "atomic_forces_ev_per_a": [[-1.079, -0.741, -0.078], [1.263, 1.293, -0.154], [-2.671, -0.517, 0.947], [-1.922, -0.086, 2.618], [1.365, -1.369, -3.009], [1.718, 3.264, -1.754], [1.433, -1.020, 1.068], [0.103, -0.102, -0.036], [-0.110, 0.344, -0.105], [0.153, 0.039, -0.376], [0.048, 0.508, -0.158], [-0.393, -0.672, 0.610], [-0.692, -0.251, 0.976], [0.766, -0.556, -0.700], [0.515, 1.807, 3.746], [-2.890, -2.924, -6.913], [-0.048, -1.131, 0.810], [-0.462, 0.542, -0.160], [0.507, 0.261, 0.071], [0.306, 0.426, -0.127], [-0.541, 0.387, 0.324], [0.360, -0.089, 0.204], [2.457, 1.209, 2.240], [-0.200, 0.513, -0.325], [-0.252, -0.598, 0.060], [-0.026, 0.058, -0.159], [0.309, 0.026, 0.256], [-0.142, 0.125, -0.017], [-0.008, -0.205, 0.103], [-0.024, 0.118, -0.007], [-0.114, 0.149, -0.141], [-0.007, -0.035, -0.012], [0.174, -0.008, 0.008], [0.125, -0.218, 0.106], [0.092, 0.055, -0.007], [-0.021, -0.217, -0.057], [-0.286, -0.081, 0.069], [-0.155, 0.067, 0.142], [0.012, -0.232, 0.065], [0.053, -0.284, -0.074], [-0.135, 0.039, 0.132], [0.234, -0.051, -0.207], [0.166, 0.196, -0.149], [-0.634, 1.118, 4.316], [0.088, -2.117, -8.356], [0.694, -1.669, 0.229], [-0.557, 0.155, -0.041], [0.221, 0.483, 0.242], [-0.149, 0.662, 0.153], [-0.709, -0.117, 0.262], [0.295, 0.089, 0.258], [0.650, 1.871, 3.264], [-0.551, 0.335, -0.213], [0.184, -0.632, -0.158], [-0.074, 0.066, -0.089], [0.178, 0.114, 0.272], [-0.153, 0.009, -0.022], [0.150, -0.203, 0.065], [-0.089, 0.066, -0.010], [-0.162, 0.078, -0.105], [0.031, -0.003, -0.016], [0.133, 0.101, 0.039], [0.237, -0.085, 0.092], [0.034, 0.082, 0.038], [0.138, -0.148, -0.100], [-0.155, -0.246, -0.006], [-0.172, -0.110, 0.104], [0.161, -0.163, 0.016], [0.238, -0.129, -0.121], [-0.130, -0.103, 0.083], [0.182, 0.208, -0.123], [-0.017, 0.307, -0.043], [-0.283, 1.096, -4.018], [2.356, -0.893, 7.405], [0.533, -1.109, -0.450], [0.207, 0.632, 0.064], [-0.561, 0.060, -0.233], [-0.396, 0.333, 0.087], [0.424, 0.458, -0.327], [-0.266, -0.220, -0.218], [-2.365, 0.008, -2.601], [0.034, 0.657, 0.233], [0.455, -0.533, 0.146], [-0.018, 0.092, 0.087], [-0.232, -0.072, -0.254], [0.059, 0.147, 0.019], [0.091, -0.187, -0.048], [-0.006, 0.119, 0.013], [0.038, 0.193, 0.127], [0.010, -0.037, 0.039], [-0.151, -0.060, -0.018], [-0.048, -0.247, -0.115], [-0.110, 0.026, -0.013], [0.074, -0.194, 0.096], [0.302, 0.003, -0.017], [0.156, 0.078, -0.135], [0.060, -0.253, -0.044], [0.005, -0.281, 0.120], [0.158, 0.083, -0.136], [-0.270, -0.113, 0.211], [-0.297, 0.155, 0.123]]
}


2.
{
  "formula": "C23H55FGaN4O11P2",
  "method": "ωB97M-V/def2-TZVPD",
  "e_tot_ha": -4663.32427,
  "total_charge": -1,
  "homo_ev": -4.64,
  "elements": ["C", "C", "O", "C", "C", "C", "C", "C", "Ga", "C", "C", "C", "C", "N", "C", "C", "O", "C", "C", "O", "F", "C", "C", "N", "N", "N", "H", "H", "H", "H", "H", "H", "H", "H", "H", "H", "H", "H", "H", "H", "H", "H", "H", "H", "H", "H", "H", "H", "H", "H", "H", "H", "H", "H", "H", "H", "H", "H", "H", "H", "H", "H", "H", "C", "O", "P", "O", "O", "C", "O", "C", "H", "H", "H", "H", "H", "H", "H", "H", "H", "C", "O", "P", "O", "O", "C", "O", "C", "H", "H", "H", "H", "H", "H", "H", "H", "H"],
  "coordinates": [[-1.752612, 2.159653, 0.325598], [-2.544048, 2.864789, -0.782590], [-1.754644, 3.652967, -1.632515], [-1.009948, 2.869232, -2.557930], [-1.884874, 2.440584, -3.751332], [-1.432865, 1.102551, -4.332860], [-1.806011, -0.104546, -3.442345], [-0.531343, -0.780733, -2.865321], [-0.034745, -2.601917, -3.641427], [1.992640, -2.895014, -3.431154], [2.490513, -2.718957, -1.986937], [2.736124, -1.266728, -1.555691], [3.245217, -0.345155, -2.657449], [3.893937, 0.850492, -2.050224], [2.979833, 1.900643, -1.777381], [2.372655, 2.045697, -0.406397], [2.713409, 2.722649, -2.633007], [-0.429532, -2.841555, -5.671356], [-0.917988, -1.656575, -6.368204], [-2.078287, -1.370677, -6.577408], [0.026071, -0.756711, -6.801346], [-1.042969, -4.143008, -2.684319], [-0.403959, -5.527549, -2.868021], [0.819959, -5.701766, -2.124186], [-1.390442, -6.512434, -2.323697], [-0.169802, -5.901363, -4.258036], [-0.785908, 1.796823, -0.015671], [-2.319099, 1.282399, 0.628712], [-1.567446, 2.830907, 1.158419], [-3.103589, 2.094961, -1.323592], [-3.297511, 3.486640, -0.301921], [-0.217151, 3.512618, -2.928328], [-0.531326, 1.999949, -2.102523], [-2.935553, 2.423725, -3.477114], [-1.723327, 3.201896, -4.515454], [-1.866749, 0.984835, -5.325368], [-0.357301, 1.147610, -4.504613], [-2.381881, 0.300728, -2.602834], [-2.466421, -0.788972, -3.968497], [0.316053, -0.098160, -2.907096], [-0.717012, -0.944212, -1.796729], [2.149931, -3.945137, -3.687805], [2.556410, -2.320870, -4.169491], [3.379537, -3.341246, -1.851237], [1.748933, -3.138103, -1.304004], [3.521643, -1.282929, -0.798471], [1.874506, -0.829266, -1.054302], [2.452335, -0.002525, -3.323501], [3.979552, -0.870991, -3.259206], [4.568920, 1.235004, -2.697312], [1.433248, 2.571685, -0.538182], [3.025710, 2.645851, 0.222291], [2.203414, 1.095516, 0.090850], [-1.150187, -3.632657, -5.849557], [0.494004, -3.149468, -6.168333], [-1.131064, -3.952955, -1.614787], [-2.029973, -4.227662, -3.146448], [0.822681, -5.124180, -1.298166], [0.900242, -6.657089, -1.808151], [-2.268272, -6.428976, -2.817654], [-0.995315, -7.436327, -2.456266], [-0.949647, -5.660927, -4.846974], [0.700546, -5.529636, -4.607769], [2.590369, -1.652570, 4.551651], [1.817175, -0.456588, 4.567962], [2.450705, 0.852706, 3.750526], [3.173170, 0.164302, 2.640165], [3.419840, 1.249808, 5.018221], [2.832884, 1.407426, 6.315120], [2.442061, 2.391255, 3.119667], [3.672802, 3.103716, 3.119374], [2.192277, -2.290432, 5.341746], [2.483616, -2.164875, 3.598768], [3.640753, -1.440692, 4.752118], [3.046899, 0.525192, 6.918798], [1.752486, 1.547370, 6.266239], [3.279743, 2.278903, 6.791947], [4.510789, 2.442633, 2.900950], [3.830795, 3.602926, 4.075709], [3.594052, 3.860081, 2.339714], [-1.728510, 4.486066, 5.272301], [-1.745022, 3.210598, 5.906558], [-2.721470, 2.022086, 5.214337], [-2.532308, 2.474486, 3.795257], [-4.055967, 2.650917, 5.941124], [-4.080545, 2.761691, 7.369440], [-3.495891, 0.602886, 4.788086], [-4.832947, 0.695163, 4.310255], [-1.295453, 5.184846, 5.989748], [-1.104651, 4.464464, 4.382332], [-2.738826, 4.807734, 5.018848], [-3.903187, 3.798495, 7.655025], [-3.328754, 2.131779, 7.846171], [-5.066534, 2.461814, 7.721357], [-4.966120, 1.579290, 3.687773], [-5.540616, 0.712285, 5.139271], [-5.012831, -0.199190, 3.716061]],
  "atomic_forces_ev_per_a": [[-0.005, 0.133, -0.335], [0.049, -0.670, 0.606], [0.130, 0.140, 0.214], [-0.530, 0.070, -0.532], [1.015, 0.051, -0.178], [-0.652, -0.149, -0.299], [0.940, 0.758, 0.401], [-0.792, -0.574, 0.004], [0.590, 0.028, 0.555], [-0.782, -0.346, 0.013], [-0.349, 0.094, -0.580], [0.565, -0.279, 0.113], [-0.136, 0.169, 0.689], [0.259, 0.071, 0.323], [-0.191, 0.490, -0.510], [-0.270, -0.460, -0.267], [0.302, 0.030, 0.203], [0.550, 0.376, -1.058], [-2.030, 0.009, 0.079], [1.229, -0.006, 0.016], [0.142, -0.351, 0.232], [1.067, 0.114, -0.688], [-1.476, -0.362, 0.527], [0.502, 0.204, -0.269], [0.340, 0.333, 0.509], [0.612, -0.643, 0.130], [0.039, -0.042, -0.216], [-0.023, 0.008, 0.426], [-0.094, -0.078, 0.230], [0.068, 0.049, -0.356], [0.015, 0.359, -0.158], [0.188, 0.035, 0.101], [-0.131, -0.047, 0.263], [-0.150, -0.017, 0.036], [-0.412, 0.153, -0.105], [-0.093, -0.015, -0.079], [0.153, -0.095, 0.063], [-0.205, -0.064, 0.005], [0.042, -0.126, -0.129], [0.033, 0.126, -0.105], [0.184, -0.200, 0.072], [0.048, -0.071, -0.106], [0.132, 0.137, 0.111], [0.292, 0.263, 0.183], [-0.044, -0.079, 0.080], [0.035, 0.117, 0.138], [-0.291, -0.036, -0.207], [-0.090, -0.245, -0.156], [0.219, 0.043, -0.019], [-0.166, 0.020, -0.339], [-0.109, 0.131, 0.124], [0.177, -0.006, 0.012], [0.150, -0.090, 0.076], [-0.279, 0.036, 0.218], [0.253, 0.014, 0.333], [-0.311, 0.035, 0.068], [-0.220, 0.204, 0.212], [-0.106, 0.155, 0.034], [0.040, -0.154, -0.062], [-0.038, -0.194, -0.132], [-0.294, -0.168, -0.302], [0.012, 0.243, -0.113], [-0.080, 0.345, -0.080], [0.219, -0.436, -0.331], [-2.503, 2.453, 0.094], [6.546, -1.892, -1.188], [-0.830, 0.230, 0.459], [-0.632, 0.232, 0.066], [0.165, -0.083, -0.025], [-3.150, -0.860, 0.699], [0.400, 0.266, 0.395], [-0.142, 0.189, 0.029], [0.128, 0.089, -0.055], [-0.017, 0.054, -0.099], [-0.071, -0.021, 0.003], [0.007, 0.022, 0.056], [0.032, 0.025, -0.071], [-0.071, -0.065, -0.010], [0.046, -0.054, -0.007], [-0.195, -0.097, -0.041], [0.152, 0.247, -0.440], [0.786, -2.728, 2.290], [-3.755, 4.647, -5.210], [0.544, -0.466, 0.502], [0.355, -0.652, 0.589], [-0.066, 0.213, -0.074], [2.394, -1.062, 1.991], [-0.608, 0.113, 0.338], [0.003, -0.191, 0.152], [-0.134, -0.037, -0.084], [0.011, -0.092, -0.068], [0.073, -0.021, 0.028], [-0.028, 0.019, 0.052], [-0.011, -0.043, -0.077], [0.123, 0.017, 0.024], [-0.023, 0.058, -0.044], [0.230, -0.050, 0.039]]
}


3.
{
  "formula": "C3H9O2",
  "method": "ωB97M-V/def2-TZVPD",
  "e_tot_ha": -270.11493,
  "total_charge": -1,
  "e_above_lowest_kj_mol": 185.9,
  "homo_ev": -2.29,
  "elements": ["C", "O", "H", "H", "H", "C", "O", "C", "H", "H", "H", "H", "H", "H"],
  "coordinates": [[-0.956121, 2.102109, 1.584990], [-1.071992, 1.191615, 0.582916], [0.010448, 2.027670, 2.301310], [-1.736676, 1.988930, 2.355672], [-1.114444, 3.328892, 1.414053], [0.189604, -0.777338, -1.376162], [0.826648, -1.323064, -2.518853], [0.535008, -1.464602, -0.012606], [-0.906556, -0.810817, -1.564792], [0.481025, 0.271703, -1.238095], [1.772553, -1.486746, -2.337346], [0.416686, -2.560265, -0.226274], [-0.006961, -0.989380, 0.733571], [1.560779, -1.498705, 0.301616]],
  "atomic_forces_ev_per_a": [[0.206, 0.579, 0.774], [0.554, 1.323, 0.653], [-0.953, 0.271, -1.385], [-0.457, -0.157, 0.355], [0.710, -2.102, -0.377], [0.361, 0.919, 1.634], [0.856, -0.809, -0.407], [0.432, -2.183, -3.294], [0.843, -0.029, 0.252], [-0.414, -0.045, -0.239], [-0.825, 0.285, 0.078], [-0.864, 0.566, 0.794], [-1.484, 0.481, 1.426], [1.033, 0.902, -0.264]]
}